A molecular structure, CH2BrPd in a non-equilibrium geometry, computed with wB97M-V/def2-TZVPD.

Output
- Kohn-Sham gap (Eh) = 0.2741
- energy (eV) = -74580.299
- total charge = +1
- HOMO level (eV) = -15.009

Last column: Löwdin charge in e.
Atoms and positions in Å:
1 C 0.27 0.29 -0.51  -0.416
2 Br -1.50 0.34 -0.32  0.982
3 H 0.73 1.20 -0.17  0.030
4 H 0.78 -0.64 -0.28  -0.012
5 Pd -0.28 -1.19 1.28  0.416